# C8H9NS

A single C8H9NS molecule in a non-equilibrium geometry (the ωB97M-V functional and the def2-TZVPD basis, OMol25).

E	-20761.638	eV
net charge	0
ΔE to the lowest compared entry with this formula, charge and spin	387.8	kJ/mol
molecular weight	151.234	g mol⁻¹
F_max	0.108	hartree/bohr
Kohn-Sham gap (alpha / beta)	6.99 / 7.15	eV

Last columns: bonded neighbours and bond lengths (Å).
Element x y z (Å)
1 C -2.27170 1.01300 -0.44295  C2 1.302, C4 1.429, H11 1.165
2 C -2.93076 -0.08604 -0.21229  C1 1.302, N9 1.345, H12 1.055
3 C -1.14934 -1.14235 0.73220  C5 1.340, N9 1.395, H13 1.064
4 C -0.91338 1.13709 -0.01646  C1 1.429, C5 1.422, C7 1.371
5 C -0.41707 -0.02450 0.63715  C3 1.340, C4 1.422, C6 1.446
6 C 0.83737 0.12128 1.34192  C5 1.446, S10 1.927, H14 1.126, H15 1.100
7 C -0.44353 2.26521 -0.63796  C4 1.371, H16 1.088
8 C 2.28294 -0.18125 -1.40893  S10 1.784, H17 1.031, H18 1.071, H19 1.156
9 N -2.49495 -1.21677 0.37134  C2 1.345, C3 1.395
10 S 2.38037 0.48083 0.24466  C6 1.927, C8 1.784
11 H -2.79657 1.88091 -1.01620  C1 1.165
12 H -3.95798 -0.13554 -0.44875  C2 1.055
13 H -0.84855 -1.90447 1.41137  C3 1.064
14 H 0.76104 1.11546 1.86561  C6 1.126
15 H 0.94658 -0.67483 2.09250  C6 1.100
16 H -0.78853 3.26927 -0.40129  C7 1.088
17 H 1.33239 -0.21103 -1.80704  C8 1.031
18 H 2.66020 -1.18222 -1.47078  C8 1.071
19 H 2.77579 0.52927 -2.17661  C8 1.156